1.
Computed, not measured: a gas-phase ion, C5H5O2 (charge -1) at a distorted geometry, with ωB97M-V with the def2-TZVPD basis set.

Last column: Löwdin charge in e.
Cartesian coordinates (Å):
C -1.456 0.362 -0.263  -0.16
C -0.594 -0.660 0.372  -0.18
C 0.637 -1.046 0.291  -0.60
O 1.219 -2.013 0.850  -0.14
C 1.603 -0.064 -0.436  -0.05
C 1.627 1.063 0.138  -0.27
O 1.405 2.122 0.610  0.09
H -1.973 0.957 0.472  0.05
H -2.311 -0.025 -0.708  0.02
H -1.081 0.957 -1.074  0.06
H -1.275 -1.195 0.992  0.08
H 2.199 -0.456 -1.243  0.09

SMILES: C/C=C(/[O-])C=C=O
Net charge: -1
Highest occupied orbital energy (eV): -2.44
Frontier orbital gap (eV): 6.49

2.
Computed, not measured: C5H5PS in the gas phase at a distorted geometry, with ωB97M-V with the def2-TZVPD basis set.

Last column: Löwdin charge in e.
Cartesian coordinates (Å):
C 2.565 0.522 0.233  0.12
C 1.411 0.390 -0.026  -0.16
C 0.106 -0.074 -0.396  -0.40
C -1.002 1.339 -0.110  -0.47
P -2.592 1.015 -0.053  0.61
S -2.365 -1.104 -0.211  0.46
C -0.579 -1.150 0.341  -0.51
H 3.620 0.392 0.196  0.03
H 0.042 -0.452 -1.441  0.14
H -0.415 2.294 0.103  0.05
H -0.111 -2.038 -0.020  0.08
H -0.678 -1.134 1.383  0.05

SMILES: C#C[C@@H]1C=PSC1
Highest occupied orbital energy (eV): -8.79
Frontier orbital gap (eV): 9.05

3.
Computed, not measured: C5H6 in the gas phase at a distorted geometry, with ωB97M-V with the def2-TZVPD basis set.

Last column: Löwdin charge in e.
Cartesian coordinates (Å):
C -1.725 -1.794 -0.597  0.00
C -1.017 -1.146 0.329  -0.23
C -0.021 -0.240 0.004  -0.07
C 0.763 0.681 0.118  -0.08
C 1.682 1.768 0.180  -0.10
H -2.414 -2.512 -0.268  0.03
H -1.635 -1.555 -1.712  0.09
H -1.242 -1.288 1.405  0.12
H 2.320 1.679 -0.688  0.08
H 1.101 2.673 0.106  0.08
H 2.188 1.734 1.124  0.08

SMILES: C=CC#CC
Highest occupied orbital energy (eV): -8.64
Frontier orbital gap (eV): 9.68

4.
Computed, not measured: C5H6Br2 in the gas phase at a distorted geometry, with ωB97M-V with the def2-TZVPD basis set.

Last column: Löwdin charge in e.
Cartesian coordinates (Å):
C 0.754 -1.663 0.648  0.05
C 0.101 -0.577 0.374  -0.42
C 0.320 0.854 0.791  -0.19
C -0.253 1.301 -0.543  -0.65
Br -1.624 2.636 -0.166  0.67
C -0.715 -0.240 -0.752  -0.62
Br -0.437 -1.134 -2.527  0.61
H 0.376 -2.606 0.301  0.06
H 1.603 -1.817 1.406  0.10
H -0.199 1.074 1.691  0.09
H 1.445 1.023 0.846  0.15
H 0.374 1.560 -1.414  0.10
H -1.746 -0.413 -0.655  0.06

SMILES: C=C1C[C@H](Br)[C@H]1Br
Highest occupied orbital energy (eV): -9.82
Frontier orbital gap (eV): 10.01

5.
Computed, not measured: 2 unconnected molecules or ions with the total composition C5H6Br2 at a distorted geometry, with ωB97M-V with the def2-TZVPD basis set.

Last column: Löwdin charge in e.
Cartesian coordinates (Å):
C 1.055 1.665 -0.207  -0.07
C -0.840 -1.289 0.900  0.08
C 0.604 1.173 0.944  -0.59
C -0.367 -1.492 -0.225  -0.18
C 0.078 -1.965 -1.485  -0.11
Br -0.412 1.808 2.206  0.79
Br -2.007 4.016 3.029  -0.30
H 1.889 1.216 -0.789  0.08
H 0.474 2.426 -0.686  0.07
H -1.135 -1.121 1.877  0.00
H -0.508 -2.772 -1.873  0.08
H 0.968 -2.486 -1.472  0.06
H 0.200 -1.180 -2.218  0.08

Highest occupied orbital energy (spin up / spin down) (eV): -8.92 / -8.93
Frontier orbital gap (spin up / spin down) (eV): 6.10 / 6.12

6.
Computed, not measured: a molecular structure, C5H6Br2 at a distorted geometry, with ωB97M-V with the def2-TZVPD basis set.

Last column: Löwdin spin population.
Cartesian coordinates (Å):
C -1.071 1.204 -0.321  0.34
C 0.755 -1.330 0.935  0.07
C -0.255 0.277 -0.823  0.08
C 0.645 -0.466 -0.024  0.48
C 2.664 0.173 -0.747  0.65
Br 2.869 1.951 -0.070  0.13
Br 3.923 -1.068 -0.071  0.14
H -1.736 1.770 -0.952  0.02
H -1.109 1.411 0.736  0.02
H 1.704 -1.654 1.337  0.02
H -0.115 -1.799 1.376  0.03
H -0.206 0.093 -1.889  0.00
H 2.623 0.165 -1.829  0.02

2S+1: 3
<S²>: 2.0326
Highest occupied orbital energy (spin up / spin down) (eV): -6.05 / -9.79
Frontier orbital gap (spin up / spin down) (eV): 6.66 / 7.40